# 1
The following is a quantum chemistry calculation of an isolated ion of composition C9H15N4O and charge +1 in a non-equilibrium geometry, from the OMol25 dataset.

Element x y z (Å)
C (3.705, -0.193, 0.036)
N (2.401, 0.408, -0.135)
C (1.599, 0.209, 1.149)
C (0.101, 0.480, 1.092)
N (-0.487, -0.178, -0.077)
C (-2.298, -0.086, -0.367)
O (-2.275, -0.695, -1.568)
C (-2.352, 1.408, -0.496)
N (-2.233, 2.525, -0.543)
C (-2.934, -0.584, 0.840)
C (-4.394, -0.664, 0.695)
N (-5.522, -0.784, 0.627)
C (0.194, 0.094, -1.286)
C (1.640, -0.423, -1.138)
H (4.313, 0.054, -0.866)
H (4.197, 0.379, 0.921)
H (3.647, -1.268, 0.200)
H (2.423, 1.380, -0.441)
H (2.131, 0.871, 1.870)
H (1.858, -0.895, 1.499)
H (-0.324, -0.114, 2.056)
H (-0.109, 1.535, 1.008)
H (-3.133, -1.038, -1.732)
H (-2.617, -1.564, 1.307)
H (-2.969, 0.139, 1.671)
H (0.197, 1.194, -1.479)
H (-0.347, -0.327, -2.094)
H (1.509, -1.475, -0.659)
H (2.080, -0.388, -2.087)

- electronic energy (eV) = -17573.732
- SMILES = C[NH+]1CCN([C@](O)(C#N)CC#N)CC1
- net charge = +1
- E_HOMO (eV) = -12.84


# 2
The following is a quantum chemistry calculation of an isolated ion of composition C9H15N4O2 and charge +1 in a non-equilibrium geometry, from the OMol25 dataset.

Element x y z (Å)
C (-3.727, -1.820, -1.799)
C (-1.654, -1.431, -1.292)
C (-0.457, -1.423, -0.731)
C (1.115, 1.976, 2.025)
C (1.923, 1.296, -0.172)
C (1.467, 0.471, 2.319)
C (1.014, 0.172, 0.018)
C (0.175, -2.636, -0.185)
C (-1.804, 0.985, -2.240)
N (-2.607, -2.326, -1.195)
N (-3.531, -0.617, -2.279)
N (-2.249, -0.363, -1.978)
N (1.635, 2.436, 0.744)
O (0.304, -0.217, -0.926)
O (0.772, -0.191, 1.256)
H (-4.491, -2.467, -2.057)
H (-0.117, 2.101, 1.994)
H (1.599, 2.659, 2.714)
H (2.806, 0.877, 0.251)
H (2.102, 1.614, -1.297)
H (2.529, 0.429, 2.390)
H (1.000, 0.001, 3.198)
H (-0.244, -3.473, -0.674)
H (0.204, -2.606, 0.907)
H (1.368, -2.658, -0.438)
H (-1.559, 1.541, -1.331)
H (-1.115, 0.997, -3.114)
H (-2.705, 1.488, -2.602)
H (-2.546, -3.265, -0.945)
H (2.370, 3.055, 0.874)

- electronic energy (eV) = -19621.067
- net charge = +1
- E_HOMO (spin up / spin down) (eV) = -10.53 / -10.53


# 3
The following is a quantum chemistry calculation of an isolated ion of composition C9H15N6 and charge +1 in a non-equilibrium geometry, from the OMol25 dataset.

Element x y z (Å)
C (-1.432, 1.075, 2.544)
C (-0.636, 1.362, 0.415)
C (-1.386, 2.841, -1.477)
C (-0.123, 2.185, -1.963)
C (2.274, 1.178, -0.396)
C (2.657, 0.170, 0.615)
C (-1.882, -2.025, -0.050)
C (-0.897, -3.065, 0.342)
C (-0.089, -0.576, 1.768)
N (-0.801, -0.064, 2.738)
N (-1.524, 1.702, 1.371)
N (-0.464, 2.239, -0.586)
N (0.280, 0.224, 0.618)
N (1.387, -0.002, -0.129)
N (-1.142, -1.961, 1.192)
H (-1.998, 1.462, 3.347)
H (-1.317, 4.029, -1.454)
H (-2.335, 2.263, -1.541)
H (-0.328, 1.119, -2.473)
H (0.763, 2.721, -2.372)
H (1.978, 2.172, 0.020)
H (2.923, 1.271, -1.243)
H (3.230, -0.637, 0.355)
H (2.641, 0.384, 1.655)
H (-1.586, -1.292, -0.697)
H (-3.026, -2.211, -0.015)
H (-1.087, -4.053, 0.731)
H (0.097, -3.027, -0.176)
H (0.659, -1.176, 2.056)
H (-1.579, -2.156, 2.031)

- expectation value of S² = 2.03
- spin multiplicity = 3
- electronic energy (eV) = -18500.115
- net charge = +1
- E_HOMO (spin up / spin down) (eV) = -8.76 / -11.99


# 4
The following is a quantum chemistry calculation of one molecule with the formula C9H15NO in a non-equilibrium geometry, from the OMol25 dataset.

Element x y z (Å)
C (1.419, -1.021, 0.264)
C (-0.119, 1.152, 0.275)
C (2.030, -2.122, 0.365)
C (-1.426, -0.884, -0.230)
C (1.334, 0.412, 0.089)
C (-2.686, -1.685, -0.126)
C (2.278, 1.125, 1.046)
C (1.757, 0.761, -1.320)
C (-2.510, 1.228, 0.314)
N (-1.246, 0.417, 0.080)
O (-0.184, 2.366, 0.380)
H (3.093, -2.375, -0.070)
H (1.421, -3.027, 0.594)
H (-0.723, -1.345, -0.846)
H (-2.636, -2.649, 0.504)
H (-3.086, -1.910, -1.166)
H (-3.464, -1.223, 0.442)
H (2.047, 2.206, 0.923)
H (3.327, 0.746, 0.710)
H (2.149, 0.856, 2.060)
H (1.339, 1.799, -1.702)
H (1.578, 0.118, -2.145)
H (2.888, 0.838, -1.263)
H (-3.389, 0.587, 0.436)
H (-2.368, 2.026, 1.023)
H (-2.826, 1.603, -0.638)

- electronic energy (eV) = -13108.243
- E_HOMO (spin up / spin down) (eV) = -7.39 / -6.77


# 5
The following is a quantum chemistry calculation of one molecule with the formula C9H15NO3 in a non-equilibrium geometry, from the OMol25 dataset.

Element x y z (Å)
C (-0.753, 2.907, -1.965)
C (-0.839, 1.627, -1.132)
C (0.258, 1.490, -0.054)
C (-0.122, 2.214, 1.229)
N (0.631, 0.122, 0.273)
C (-0.317, -0.828, 0.772)
C (0.442, -2.153, 0.918)
C (-0.387, -3.401, 0.667)
O (0.095, -4.341, 0.051)
O (-1.583, -3.414, 1.222)
C (1.648, -2.017, -0.035)
C (1.690, -0.523, -0.333)
O (2.492, -0.023, -1.124)
H (-1.440, 2.854, -2.813)
H (0.267, 3.026, -2.412)
H (-1.015, 3.808, -1.382)
H (-0.813, 0.786, -1.817)
H (-1.854, 1.589, -0.694)
H (1.157, 1.982, -0.474)
H (0.729, 2.197, 1.905)
H (-0.943, 1.680, 1.722)
H (-0.365, 3.244, 1.028)
H (-0.762, -0.508, 1.752)
H (-1.143, -0.933, 0.080)
H (0.820, -2.209, 1.945)
H (-1.977, -4.269, 1.076)
H (2.547, -2.318, 0.525)
H (1.539, -2.591, -0.929)

- electronic energy (eV) = -17209.950
- SMILES = CC[C@@H](C)N1C[C@@H](C(=O)O)CC1=O
- E_HOMO (eV) = -9.30


# 6
The following is a quantum chemistry calculation of an isolated ion of composition C9H15NO3S and charge -2 in a non-equilibrium geometry, from the OMol25 dataset.

Element x y z (Å)
C (-2.228, 1.983, 2.887)
C (-1.813, 0.566, 2.463)
C (-0.567, 0.679, 1.508)
C (-0.121, -0.579, 0.810)
C (0.885, -0.313, -0.295)
C (1.965, -1.310, -0.392)
C (2.953, -0.995, -1.439)
C (0.150, -0.025, -1.517)
N (-0.524, -0.906, -2.113)
C (-0.942, -1.286, -3.448)
O (-2.145, -1.501, -3.691)
O (0.045, -1.559, -4.159)
S (0.379, 1.704, -1.846)
O (-0.571, 2.589, -2.726)
H (-1.556, 2.377, 3.642)
H (-2.540, 2.544, 2.062)
H (-3.042, 1.875, 3.560)
H (-2.576, 0.228, 1.809)
H (-1.646, -0.154, 3.232)
H (0.338, 0.877, 2.209)
H (-0.626, 1.411, 0.740)
H (-0.951, -1.171, 0.200)
H (0.239, -1.350, 1.631)
H (1.374, 0.715, -0.027)
H (2.470, -1.397, 0.568)
H (1.543, -2.260, -0.649)
H (3.830, -0.335, -1.054)
H (2.400, -0.475, -2.247)
H (3.279, -1.931, -1.719)

- electronic energy (eV) = -28041.365
- SMILES = CCCC[C@@H](CC)/C(=N/C(=O)[O-])S[O-]
- net charge = -2
- E_HOMO (spin up / spin down) (eV) = 0.80 / 0.80


Question: What is the electronic energy in the fourth record?
Answer: -13108.243 eV